(1)
{"formula": "C30H36NO22P", "method": "ωB97M-V/def2-TZVPD", "energy_ev": -87515.5197, "homo_ev": -8.12, "lumo_energy_ha": -0.0208, "smiles": "C#CCC1=C(P(O)O)C(=O)C=C(N=C(C)C)C1=O.O=C1OCCO1.O=C1OCCO1.O=C1OCCO1.O=C1OCCO1.O=C1OCCO1.O=C1OCCO1", "homo_lumo_gap_ev": 7.55, "species": ["C", "C", "C", "C", "C", "P", "O", "O", "C", "O", "C", "C", "N", "C", "C", "C", "C", "O", "H", "H", "H", "H", "H", "H", "H", "H", "H", "H", "H", "H", "C", "C", "O", "C", "O", "O", "H", "H", "H", "H", "C", "C", "O", "C", "O", "O", "H", "H", "H", "H", "C", "C", "O", "C", "O", "O", "H", "H", "H", "H", "C", "C", "O", "C", "O", "O", "H", "H", "H", "H", "C", "C", "O", "C", "O", "O", "H", "H", "H", "H", "C", "C", "O", "C", "O", "O", "H", "H", "H", "H"], "positions_angstrom": [[-2.979517, -0.640695, 3.573501], [-2.061613, -1.414281, 3.587879], [-0.924183, -2.342508, 3.604082], [-0.138931, -2.335271, 2.297141], [0.722206, -3.286055, 1.911333], [1.022800, -4.750567, 2.987304], [2.620710, -4.758850, 3.153202], [0.758495, -5.953765, 1.880042], [1.372674, -3.119713, 0.557452], [2.528453, -3.402101, 0.362107], [0.475158, -2.566407, -0.491679], [-0.396444, -1.625818, -0.114913], [-1.330182, -0.966960, -0.921213], [-2.561771, -1.250094, -0.711104], [-3.616827, -0.236777, -1.020567], [-3.053867, -2.580406, -0.204379], [-0.335386, -1.204165, 1.326827], [-0.388322, -0.047646, 1.670076], [-3.701925, 0.103370, 3.809005], [-1.360347, -3.337676, 3.691327], [-0.291787, -2.122183, 4.463024], [2.851684, -5.337408, 3.908506], [-0.003890, -5.753012, 1.324918], [0.516060, -2.913675, -1.515538], [-4.105366, 0.072762, -0.096496], [-4.388351, -0.699302, -1.642651], [-3.213699, 0.605537, -1.577943], [-2.419901, -3.355938, -0.635206], [-2.941026, -2.648498, 0.882845], [-4.102512, -2.745591, -0.445438], [1.145066, 2.418299, -0.462326], [-0.336387, 2.209610, -0.677974], [-0.757899, 3.505635, -1.143237], [0.313064, 4.128453, -1.677400], [0.265548, 5.141570, -2.301048], [1.450539, 3.445783, -1.413616], [1.736293, 1.527734, -0.657298], [1.374898, 2.787979, 0.539794], [-0.546766, 1.470654, -1.450001], [-0.866219, 1.931800, 0.226857], [-8.384591, -1.829236, -1.254148], [-9.117649, -2.712382, -0.264175], [-8.091682, -3.621903, 0.147889], [-6.895290, -3.031437, -0.057504], [-5.853560, -3.452030, 0.331769], [-7.038040, -1.888928, -0.770446], [-8.741046, -0.803053, -1.263939], [-8.410712, -2.227200, -2.269621], [-9.468506, -2.160615, 0.609176], [-9.951565, -3.252323, -0.703649], [1.226430, 2.944642, 4.437115], [2.192471, 2.013496, 3.731765], [2.107113, 0.829435, 4.527469], [0.911118, 0.833085, 5.163767], [0.460832, -0.090941, 5.756654], [0.295991, 2.030061, 5.019968], [0.716612, 3.628473, 3.763532], [1.704723, 3.516919, 5.234172], [1.876169, 1.775262, 2.714491], [3.213032, 2.386626, 3.711186], [-0.568838, 4.987686, -5.988626], [-0.344623, 3.635088, -5.355549], [-1.121379, 2.767543, -6.199047], [-1.250589, 3.362342, -7.405260], [-1.693495, 2.837951, -8.376105], [-0.805801, 4.642298, -7.361220], [0.289514, 5.646481, -5.897957], [-1.451734, 5.494135, -5.594416], [0.697562, 3.325073, -5.394778], [-0.694026, 3.586794, -4.328317], [3.791082, 7.023836, -6.243670], [4.774872, 6.163668, -7.011496], [4.645405, 4.897659, -6.358370], [3.427909, 4.845925, -5.770361], [2.946726, 3.872016, -5.292686], [2.828948, 6.061649, -5.804155], [3.316190, 7.786254, -6.855108], [4.241036, 7.495174, -5.368429], [4.498267, 6.047583, -8.060632], [5.799068, 6.521196, -6.949955], [7.029696, -5.345631, 5.577371], [6.427450, -5.046191, 6.935557], [5.023540, -5.072001, 6.652981], [4.831809, -5.822520, 5.552878], [3.762774, -6.175804, 5.156583], [5.999878, -6.126197, 4.959196], [7.956311, -5.909969, 5.630273], [7.191148, -4.446163, 4.981967], [6.650503, -5.819048, 7.672510], [6.718419, -4.078601, 7.334152]], "atomic_forces_ev_per_a": [[0.3, -0.1, 0.5], [0.0, 0.3, 0.0], [-0.5, 0.2, -0.6], [0.1, -0.2, 0.0], [0.4, 0.2, 0.0], [-0.6, -0.2, 0.7], [-0.1, -0.1, -0.3], [0.2, 0.3, -0.2], [0.0, 0.0, -0.1], [0.0, -0.2, -0.1], [-0.2, 0.2, 0.0], [-0.1, -0.8, -0.9], [0.0, 0.7, 1.3], [-0.2, 0.1, -0.3], [-0.1, -0.4, -1.1], [0.5, 0.2, 0.2], [0.0, 0.0, 0.1], [0.0, 0.1, 0.1], [-0.2, 0.0, -0.3], [0.3, -0.1, 0.3], [0.0, -0.1, 0.0], [0.2, 0.2, -0.1], [0.0, -0.1, 0.0], [0.3, 0.0, 0.0], [0.1, 0.1, 0.1], [-0.1, 0.0, 0.1], [0.1, 0.1, 0.3], [-0.1, -0.1, 0.0], [-0.1, 0.0, 0.0], [0.3, 0.1, 0.1], [0.0, -0.1, 0.1], [-0.1, -0.1, 0.0], [0.1, 0.0, 0.0], [0.0, 0.0, 0.0], [0.0, 0.0, -0.1], [0.0, 0.0, 0.1], [0.1, 0.1, -0.1], [0.0, 0.0, 0.0], [0.0, 0.0, 0.0], [-0.1, 0.1, 0.0], [-0.1, 0.0, -0.1], [-0.2, 0.1, 0.0], [0.0, 0.1, 0.0], [0.0, -0.1, 0.1], [-0.4, -0.1, 0.1], [-0.1, 0.0, 0.0], [0.2, 0.1, 0.1], [0.0, 0.0, 0.0], [0.0, 0.0, 0.0], [0.1, -0.2, 0.0], [0.1, 0.1, -0.1], [0.1, 0.1, -0.2], [0.0, 0.1, 0.0], [-0.1, -0.1, -0.1], [0.0, -0.1, 0.1], [0.1, 0.0, 0.0], [-0.1, -0.1, 0.0], [0.0, 0.0, 0.0], [-0.1, 0.0, 0.0], [0.0, -0.1, 0.1], [0.0, 0.1, 0.1], [0.1, -0.1, 0.3], [0.0, 0.1, 0.0], [0.0, 0.0, 0.0], [0.0, 0.0, 0.0], [0.0, 0.0, 0.0], [0.0, 0.0, -0.2], [0.0, 0.0, 0.0], [0.0, 0.0, 0.0], [-0.2, -0.1, -0.1], [0.1, 0.2, 0.0], [0.1, 0.1, -0.1], [0.0, 0.1, 0.0], [0.0, 0.0, 0.0], [0.0, 0.0, 0.0], [0.0, 0.0, 0.0], [-0.2, -0.1, 0.0], [0.0, 0.0, 0.0], [0.0, 0.0, 0.0], [0.0, -0.1, 0.1], [0.2, 0.1, 0.0], [0.2, 0.0, 0.1], [0.0, 0.0, 0.0], [0.0, 0.0, 0.0], [0.0, -0.1, 0.1], [0.0, 0.0, 0.0], [-0.1, -0.2, -0.1], [-0.1, 0.0, 0.0], [0.0, 0.0, 0.0], [-0.2, 0.1, 0.0]]}



(2)
{"formula": "C16H27NOPtS4", "method": "ωB97M-V/def2-TZVPD", "energy_ev": -67109.5179, "multiplicity": 5, "homo_ev": [-21.12, -21.44], "lumo_energy_ha": [-0.4385, -0.5830], "homo_lumo_gap_ev": [9.19, 5.58], "total_charge": 4, "species": ["Pt", "C", "C", "S", "C", "C", "S", "C", "C", "S", "C", "C", "S", "H", "H", "H", "H", "H", "H", "H", "H", "H", "H", "H", "H", "H", "H", "H", "H", "O", "C", "C", "C", "C", "C", "C", "C", "C", "N", "H", "H", "H", "H", "H", "H", "H", "H", "H", "H", "H"], "positions_angstrom": [[-0.193433, -0.227137, 1.154571], [-3.236450, 0.419232, 2.282196], [-2.372553, 1.666562, 2.449037], [-0.881851, 1.106610, 3.310775], [0.498544, 2.238781, 3.028538], [1.763927, 1.435319, 3.332213], [2.009702, -0.008784, 2.216520], [2.156445, -1.462759, 3.317435], [1.305099, -2.619289, 2.808252], [-0.406874, -2.119664, 3.085760], [-1.487529, -3.190301, 2.115919], [-2.773879, -2.425992, 1.823893], [-2.514740, -0.766688, 1.075944], [-4.221830, 0.699222, 1.902961], [-3.380892, -0.111467, 3.224548], [-2.904269, 2.389286, 3.074144], [-2.111757, 2.150346, 1.507479], [0.431947, 3.085252, 3.717281], [0.458113, 2.617530, 2.010690], [1.783267, 1.064781, 4.357594], [2.636027, 2.078872, 3.200141], [1.891103, -1.162484, 4.332092], [3.207929, -1.757105, 3.322940], [1.522151, -3.522101, 3.385986], [1.464045, -2.839355, 1.752080], [-1.739008, -4.058930, 2.732035], [-0.974354, -3.544367, 1.222453], [-3.378234, -2.273707, 2.718886], [-3.380612, -2.988833, 1.112393], [1.105412, 1.378241, -0.195017], [1.978540, 1.242120, -1.399703], [1.517648, 2.076638, -2.586836], [0.152298, 1.869955, -3.275600], [0.072623, 0.612955, -4.079014], [-0.193997, 0.745065, -5.521370], [-0.169556, -0.359643, -6.346193], [0.133774, -1.575130, -5.777050], [0.396685, -1.628359, -4.358432], [0.306308, -0.578908, -3.550540], [1.126963, 2.329661, -0.024155], [2.108879, 0.184719, -1.609858], [2.939869, 1.648897, -1.088195], [2.281183, 2.022280, -3.366042], [1.547303, 3.113681, -2.239099], [0.011880, 2.677878, -3.991121], [-0.666569, 1.935101, -2.552378], [-0.392653, 1.730219, -5.927145], [-0.343330, -0.261528, -7.409504], [0.206266, -2.476542, -6.373797], [0.710442, -2.560132, -3.903708]], "atomic_forces_ev_per_a": [[-0.1, 0.2, 0.8], [-0.2, 0.1, -0.1], [-0.1, 0.1, 0.1], [0.1, -0.1, -0.5], [0.0, 0.0, 0.1], [0.1, 0.1, 0.0], [-0.3, -0.2, 0.0], [0.2, 0.0, 0.1], [0.0, -0.1, 0.1], [0.0, 0.1, -0.3], [0.0, -0.1, 0.0], [-0.2, -0.1, 0.0], [0.6, 0.1, 0.2], [0.0, 0.0, -0.1], [0.0, 0.0, 0.0], [0.0, 0.0, 0.0], [0.0, 0.0, 0.0], [0.0, 0.0, 0.0], [0.0, 0.0, 0.0], [0.0, 0.0, 0.0], [0.0, -0.1, 0.0], [0.0, -0.1, 0.0], [0.0, 0.1, -0.1], [0.0, 0.0, 0.1], [0.0, 0.0, 0.0], [0.0, 0.0, 0.0], [0.0, 0.1, -0.1], [0.0, 0.0, 0.0], [0.0, 0.0, 0.0], [-0.1, -0.1, -0.8], [0.1, -0.1, 0.0], [-0.1, 0.3, 0.2], [0.1, -0.4, 0.0], [-0.2, 0.1, -1.1], [0.1, 0.0, 0.3], [0.0, 0.2, -0.2], [0.2, -0.1, 0.1], [-0.2, 0.4, 0.0], [0.4, -0.3, 0.6], [-0.3, 0.0, 0.2], [-0.3, -0.1, 0.1], [0.1, -0.1, -0.1], [0.2, -0.1, 0.2], [-0.1, 0.1, -0.2], [0.0, 0.2, 0.3], [-0.1, -0.2, 0.0], [0.0, 0.0, 0.0], [-0.1, 0.0, 0.0], [0.0, 0.0, 0.1], [-0.1, -0.1, -0.1]]}